C14H19Cl18N2O3S | ωB97M-V/def2-TZVPD

```
! wB97M-V def2-TZVPD RIJCOSX def2/J DEFGRID3
* xyz 1 1
O 0.08615 0.20021 1.76687
S -1.11199 -0.50945 2.16165
O -0.95517 -1.57794 3.09512
O -2.19820 0.52098 2.64639
C -1.88000 -1.10817 0.69641
C -0.79589 -1.74213 -0.17881
C -0.31216 -0.72228 -1.21645
N 1.18518 -0.81031 -1.45429
C 1.85871 0.50256 -1.38191
C 2.63255 0.80561 -0.28354
C 3.18459 2.07690 -0.29177
C 2.93846 2.91900 -1.37545
N 2.20132 2.62233 -2.46275
C 1.67377 1.40057 -2.41416
H -1.76797 1.22462 3.16200
H -2.70525 -1.77722 0.92893
H -2.34591 -0.24722 0.20985
H 0.03514 -2.07343 0.44860
H -1.21899 -2.60000 -0.69888
H -0.83773 -0.79818 -2.16698
H -0.47455 0.27986 -0.82592
H 1.60345 -1.45540 -0.77737
H 1.33697 -1.18838 -2.39205
H 2.71455 0.07301 0.50508
H 3.80012 2.42679 0.52530
H 3.37941 3.90606 -1.34586
H 1.02792 1.09416 -3.23368
C 2.24097 -2.13991 2.80885
Cl 3.30278 -2.14892 1.36564
Cl 1.15526 -3.51992 2.74653
Cl 3.20382 -2.13344 4.27024
H 1.64385 -1.23551 2.77445
C 5.26720 5.94035 -3.93133
Cl 6.04772 5.57190 -5.46382
Cl 4.01944 4.74458 -3.55746
Cl 6.44816 6.03082 -2.62333
H 4.78974 6.90697 -4.01873
C -5.50145 -2.75008 -0.60211
Cl -3.95412 -3.43183 -1.14589
Cl -5.34574 -2.03950 1.00447
Cl -6.09216 -1.56618 -1.75827
H -6.21585 -3.56060 -0.54639
C -8.10303 1.45828 1.02924
Cl -9.00862 1.36799 -0.47762
Cl -8.64517 0.22935 2.16860
Cl -6.36844 1.29785 0.72320
H -8.27592 2.43014 1.47119
C -0.79747 -0.62196 -6.30267
Cl -2.38159 -1.04403 -5.66579
Cl -0.88514 0.66543 -7.47877
Cl 0.28579 -0.14897 -4.95692
H -0.36824 -1.49836 -6.76975
C 4.09466 -2.40397 8.45831
Cl 4.86791 -2.12696 6.89067
Cl 2.53710 -3.20111 8.24565
Cl 5.14608 -3.33267 9.51646
H 3.91957 -1.43940 8.91509
*
```

Summary:
Electronic energy = -9561.45217 Eh

Here are the Mulliken charges for atoms 1 to 2, given in e:
1 O -0.59
2 S 1.09